No. 1
{
  "formula": "C11H15N",
  "method": "the ωB97M-V functional and the def2-TZVPD basis",
  "species": ["C", "C", "H", "H", "H", "H", "H", "H", "C", "C", "C", "C", "C", "C", "C", "C", "C", "N", "H", "H", "H", "H", "H", "H", "H", "H", "H"],
  "xyz": [[-0.5084, 0.9535, -2.6744], [0.0580, -0.2397, -3.5119], [0.1118, 1.0641, -1.8449], [-0.5187, 1.8259, -3.3441], [-1.5779, 0.9191, -2.3171], [-0.8200, -0.5538, -4.1143], [0.2124, -1.1750, -2.9699], [0.8908, -0.0891, -4.1284], [2.8214, -0.7055, 1.3382], [0.3012, 0.1003, 1.3811], [1.4126, -0.7109, 0.8964], [-0.8736, -0.3948, 0.7283], [0.9709, -1.4961, -0.1560], [-1.2250, 1.2683, 2.8471], [-2.2991, 1.0308, 2.0811], [0.1678, 0.8930, 2.5169], [-2.1723, 0.0792, 1.0377], [-0.4569, -1.3587, -0.2354], [-1.1824, 1.9834, 3.7358], [-3.2421, 1.3448, 2.0529], [0.7698, 1.2485, 3.2430], [-2.9843, -0.2360, 0.5454], [3.5462, -1.0961, 0.7380], [3.0116, -0.8459, 2.4757], [1.5706, -2.1272, -0.8221], [-1.0993, -1.9377, -0.6856], [3.1150, 0.2557, 1.1865]],
  "e_homo_ev": -7.7,
  "total_charge": 0,
  "largest_force_ev_per_a": 6.58,
  "homo_lumo_gap_ha": 0.317,
  "relative_energy_kcal_mol": 62.32,
  "smiles": "Cc1c[nH]c2ccccc12.CC"
}

---

No. 2
{
  "formula": "C4H4O3S2",
  "method": "the ωB97M-V functional and the def2-TZVPD basis",
  "species": ["C", "C", "C", "C", "O", "O", "O", "S", "S", "H", "H", "H", "H"],
  "xyz": [[-0.1651, -1.9040, -0.9703], [-0.9826, 0.0732, 0.7065], [1.4132, 0.5254, 0.0283], [-0.0340, 0.8740, 0.2050], [-0.9218, -1.3715, -1.7364], [0.8217, -2.6009, -1.0453], [-2.2344, 0.5800, 1.0226], [-0.7588, -1.6547, 0.9259], [-0.4170, 2.5907, 0.0931], [1.9727, 0.8062, 0.9304], [1.8313, 1.0874, -0.8106], [1.5694, -0.5370, -0.1423], [-2.0945, 1.5311, 0.7930]],
  "e_homo_ev": 1.1,
  "total_charge": -2,
  "largest_force_ev_per_a": 1.58,
  "homo_lumo_gap_ha": 0.179,
  "relative_energy_kcal_mol": 0.00,
  "smiles": "C/C([S-])=C(/O)SC(=O)[O-]"
}

---

No. 3
{
  "formula": "CH5N2OP",
  "method": "the ωB97M-V functional and the def2-TZVPD basis",
  "species": ["C", "N", "N", "O", "P", "H", "H", "H", "H", "H"],
  "xyz": [[-1.8902, 0.8132, -0.3540], [-1.6637, 1.0490, -1.4909], [0.7769, -1.1577, 0.8030], [-1.8893, 0.7424, 0.7605], [1.4773, 0.4089, 0.3779], [-0.0329, -1.3155, 0.1204], [-1.8869, 0.6747, -2.3845], [0.4455, -1.0264, 1.7368], [2.0729, -0.2560, -0.7782], [2.5904, 0.0675, 1.2090]],
  "e_homo_ev": -8.7,
  "total_charge": 0,
  "largest_force_ev_per_a": 6.00,
  "homo_lumo_gap_ha": 0.339,
  "relative_energy_kcal_mol": 28.82,
  "smiles": "N=C=O.NP"
}